Entry 1:
The following is a quantum chemistry calculation of a structure of composition C20H33AsF6NO5PS6Tc, from OMol25.

For the total energy, the calculation gives -6858.0247 hartree. The spin multiplicity is 1. As for the lowest unoccupied orbital energy: -12.6 eV. For the HOMO-LUMO gap, the calculation gives 5.53 eV. The value obtained for the energy above the lowest of the compared OMol25 structures with the same formula, charge and spin is 0.00 kcal/mol. The net charge is +3.

Each line ends with the Löwdin charge.
Cartesian coordinates (Å):
1 Tc 0.38 2.26 -1.85  1.099
2 S 3.61 5.93 -3.39  0.321
3 As 2.85 4.16 -2.44  -0.010
4 S 1.92 2.39 -3.43  0.375
5 S 1.23 4.04 -0.90  0.357
6 S 4.92 4.63 -2.18  0.304
7 F -3.90 4.52 -3.14  0.242
8 C -2.98 4.48 -2.24  -0.668
9 F -3.38 4.80 -1.05  0.242
10 F -1.92 5.19 -2.58  0.186
11 S -2.30 2.65 -2.16  0.808
12 O -1.58 2.50 -0.86  -0.425
13 O -0.95 2.79 -3.06  -0.530
14 N -2.94 1.47 -2.91  -0.249
15 S -4.36 1.19 -2.10  0.731
16 O -4.34 2.35 -1.19  -0.298
17 O -4.45 -0.13 -1.60  -0.194
18 C -5.69 1.40 -3.40  -0.690
19 F -5.51 2.56 -4.01  0.181
20 F -6.84 1.37 -2.78  0.218
21 F -5.57 0.41 -4.25  0.207
22 O 0.85 0.87 -0.88  -0.530
23 P 1.22 -0.27 0.35  1.134
24 C -0.25 -1.30 0.43  -0.338
25 C -1.59 -0.51 0.39  -0.179
26 C -2.70 -1.34 1.06  -0.167
27 C -2.52 -2.82 0.74  -0.162
28 C -1.25 -3.36 1.43  -0.150
29 C -0.21 -2.25 1.66  -0.183
30 C 2.74 -1.03 -0.28  -0.337
31 C 3.05 -2.41 0.36  -0.158
32 C 2.33 -3.58 -0.31  -0.172
33 C 2.51 -3.58 -1.83  -0.168
34 C 2.07 -2.25 -2.44  -0.180
35 C 2.86 -1.10 -1.81  -0.184
36 C 1.68 0.92 1.65  -0.346
37 C 0.55 1.78 2.23  -0.183
38 C -0.19 1.13 3.39  -0.172
39 C 0.78 0.67 4.48  -0.167
40 C 1.83 -0.29 3.92  -0.172
41 C 2.59 0.34 2.76  -0.156
42 H -0.16 -1.92 -0.47  0.117
43 H -1.85 -0.33 -0.65  0.095
44 H -1.50 0.46 0.89  0.088
45 H -3.66 -0.98 0.70  0.107
46 H -2.69 -1.18 2.14  0.125
47 H -2.45 -2.95 -0.34  0.123
48 H -3.38 -3.39 1.06  0.128
49 H -0.81 -4.16 0.84  0.116
50 H -1.49 -3.79 2.40  0.131
51 H 0.77 -2.68 1.83  0.097
52 H -0.47 -1.67 2.54  0.097
53 H 3.49 -0.32 0.09  0.125
54 H 2.88 -2.40 1.43  0.103
55 H 4.13 -2.54 0.23  0.141
56 H 1.26 -3.56 -0.08  0.085
57 H 2.70 -4.50 0.12  0.136
58 H 1.94 -4.40 -2.27  0.128
59 H 3.56 -3.76 -2.07  0.131
60 H 0.99 -2.11 -2.29  0.106
61 H 2.24 -2.25 -3.51  0.127
62 H 2.61 -0.14 -2.27  0.047
63 H 3.92 -1.26 -2.01  0.140
64 H 2.33 1.55 1.03  0.110
65 H -0.15 2.10 1.45  0.078
66 H 1.03 2.69 2.59  0.135
67 H -0.78 0.27 3.04  0.090
68 H -0.91 1.84 3.80  0.132
69 H 0.23 0.19 5.29  0.129
70 H 1.27 1.54 4.91  0.129
71 H 1.36 -1.22 3.61  0.097
72 H 2.55 -0.55 4.70  0.132
73 H 3.33 -0.35 2.35  0.104
74 H 3.15 1.20 3.14  0.139

=====

Entry 2:
The following is a quantum chemistry calculation of a structure of composition C20H33BaF4N5O3 in a non-equilibrium geometry, from OMol25.

For the total energy, the calculation gives -1706.2888 hartree. The spin multiplicity is 1. As for the lowest unoccupied orbital energy: -0.3 eV. For the HOMO-LUMO gap, the calculation gives 6.45 eV. The value obtained for the energy above the lowest of the compared OMol25 structures with the same formula, charge and spin is 10.45 kcal/mol.

Each line ends with the Löwdin charge.
Cartesian coordinates (Å):
1 Ba -0.01 -0.06 -0.15  1.930
2 C 1.51 -2.49 -2.76  -0.126
3 N 0.12 -2.08 -2.52  -0.350
4 C -0.42 -1.55 -3.81  -0.087
5 C -0.72 -3.06 -1.88  -0.227
6 C -0.07 -3.78 -0.57  -0.238
7 N -0.03 -2.78 0.47  -0.133
8 C 0.60 -3.19 1.57  -0.209
9 C 0.79 -2.17 2.55  -0.146
10 F 0.07 -0.97 2.33  -0.138
11 C 1.88 -2.10 3.41  -0.235
12 F 2.26 -0.98 4.09  0.043
13 C 2.76 -3.16 3.51  0.017
14 C 2.56 -4.22 2.61  -0.228
15 F 3.54 -5.15 2.64  0.061
16 C 1.46 -4.38 1.78  -0.152
17 F 0.96 -5.61 1.58  0.064
18 H 1.56 -3.52 -3.20  0.103
19 H 2.13 -2.48 -1.81  0.089
20 H 2.07 -1.79 -3.40  0.080
21 H -0.72 -2.30 -4.58  0.099
22 H 0.34 -0.88 -4.23  0.072
23 H -1.29 -0.90 -3.54  0.086
24 H -0.95 -3.88 -2.53  0.097
25 H -1.71 -2.72 -1.61  0.110
26 H 0.90 -4.26 -0.96  0.126
27 H -0.91 -4.51 -0.33  0.135
28 H 3.62 -3.19 4.21  0.139
29 C -0.15 3.71 0.22  -0.214
30 C 0.64 3.41 -1.12  -0.246
31 N 1.50 2.26 -1.34  -0.135
32 C 2.94 2.40 -0.76  -0.140
33 C 3.33 1.13 0.08  -0.207
34 N 2.39 0.73 1.12  -0.202
35 C 2.22 1.62 2.28  -0.177
36 C 1.32 2.99 2.05  -0.151
37 N 0.09 2.71 1.25  -0.109
38 H 0.09 4.76 0.47  0.111
39 H -1.22 3.64 -0.03  0.095
40 H -0.20 3.38 -1.89  0.126
41 H 1.17 4.40 -1.33  0.119
42 H 1.64 2.24 -2.37  0.116
43 H 3.67 2.54 -1.54  0.104
44 H 3.04 3.30 -0.22  0.076
45 H 3.49 0.28 -0.59  0.115
46 H 4.27 1.42 0.56  0.116
47 H 2.65 -0.20 1.42  0.097
48 H 1.75 1.03 3.13  0.115
49 H 3.11 2.02 2.74  0.095
50 H 1.15 3.46 3.05  0.112
51 H 2.01 3.80 1.62  0.115
52 H -0.73 2.48 1.78  0.103
53 C -5.25 0.82 0.85  -0.052
54 C -4.40 1.57 -0.15  -0.486
55 C -4.96 1.54 -1.67  0.017
56 O -4.45 2.87 0.42  -0.029
57 C -2.98 0.86 -0.03  -0.608
58 O -2.18 1.17 -1.01  -0.293
59 O -2.71 0.04 0.90  -0.111
60 H -5.01 1.02 1.88  0.086
61 H -5.17 -0.21 0.63  0.076
62 H -6.30 1.03 0.67  0.085
63 H -5.80 0.82 -1.71  0.078
64 H -4.17 1.23 -2.33  0.053
65 H -5.36 2.51 -1.92  0.069
66 H -3.74 3.40 0.00  0.097

=====

Entry 3:
The following is a quantum chemistry calculation of a structure of composition C20H33N2O2V, from OMol25.

For the total energy, the calculation gives -1985.8455 hartree. The spin multiplicity is 3. As for the lowest unoccupied orbital energy (alpha / beta): 5.2 / 5.1 eV. For the HOMO-LUMO gap (alpha / beta), the calculation gives 4.64 / 5.30 eV. The value obtained for the energy above the lowest of the compared OMol25 structures with the same formula, charge and spin is 0.00 kcal/mol. The net charge is -2.

Each line ends with the Löwdin charge.
Cartesian coordinates (Å):
1 V -0.37 0.42 1.56  0.721
2 N 2.91 0.01 0.10  0.013
3 C 3.79 0.62 1.09  -0.291
4 C 3.09 1.16 2.34  -0.135
5 C 2.36 0.05 3.10  -0.670
6 O 2.98 -0.58 3.96  -0.022
7 O 1.16 -0.18 2.73  -0.181
8 H 2.10 0.62 -0.04  0.019
9 H 2.51 -0.84 0.48  0.041
10 H 4.32 1.44 0.61  0.090
11 H 4.54 -0.12 1.39  0.101
12 H 2.37 1.93 2.03  0.079
13 H 3.84 1.60 3.02  0.100
14 C -3.96 -0.33 2.92  -0.087
15 C -4.40 -0.69 1.49  -0.395
16 C -4.33 0.55 0.58  -0.089
17 C -3.66 -1.89 0.93  -0.165
18 C -4.39 -3.05 0.75  -0.112
19 C -3.85 -4.22 0.23  -0.164
20 C -2.50 -4.18 -0.14  -0.110
21 C -1.71 -3.05 0.01  -0.163
22 C -0.27 -3.15 -0.46  -0.389
23 C 0.11 -2.06 -1.48  -0.087
24 C 0.72 -3.19 0.70  -0.074
25 C -2.24 -1.83 0.61  -0.308
26 N -1.50 -0.76 0.80  -0.122
27 H -4.59 0.46 3.34  0.061
28 H -2.93 0.02 2.91  0.035
29 H -4.02 -1.21 3.57  0.070
30 H -5.45 -0.99 1.55  0.105
31 H -3.30 0.87 0.48  0.029
32 H -4.92 1.37 1.00  0.064
33 H -4.72 0.30 -0.41  0.074
34 H -5.44 -3.04 1.03  0.086
35 H -4.44 -5.12 0.10  0.060
36 H -2.05 -5.06 -0.58  0.087
37 H -0.19 -4.11 -0.99  0.106
38 H 0.06 -1.08 -1.02  0.039
39 H -0.57 -2.09 -2.34  0.070
40 H 1.13 -2.23 -1.85  0.064
41 H 0.66 -2.26 1.27  0.042
42 H 1.75 -3.32 0.34  0.067
43 H 0.49 -4.01 1.37  0.073
44 C -0.27 4.47 -0.15  -0.110
45 C -0.28 2.97 -0.46  -0.723
46 C 0.85 2.68 -1.46  -0.099
47 C -1.61 2.62 -1.14  -0.100
48 C -0.11 2.13 0.79  -0.275
49 H -0.40 5.07 -1.05  0.061
50 H 0.68 4.76 0.32  0.066
51 H -1.08 4.71 0.55  0.068
52 H 0.73 3.26 -2.39  0.062
53 H 0.85 1.62 -1.71  0.066
54 H 1.82 2.93 -1.03  0.069
55 H -1.73 3.16 -2.09  0.063
56 H -2.44 2.88 -0.48  0.065
57 H -1.66 1.54 -1.32  0.070
58 H 0.24 2.74 1.66  -0.012

=====

Entry 4:
The following is a quantum chemistry calculation of a structure of composition C20H33N2O4Ru in a non-equilibrium geometry, from OMol25.

For the total energy, the calculation gives -1286.1737 hartree. The spin multiplicity is 1. As for the lowest unoccupied orbital energy (alpha / beta): -12.5 / -12.5 eV. For the HOMO-LUMO gap (alpha / beta), the calculation gives 5.37 / 5.32 eV. The net charge is +3.

Each line ends with the Löwdin charge.
Cartesian coordinates (Å):
1 Ru -0.64 -0.76 0.50  1.271
2 C 1.38 1.14 5.01  0.022
3 N 0.35 1.26 3.96  -0.095
4 C -0.65 2.32 4.13  0.035
5 C 0.34 0.46 2.92  -0.367
6 O -0.52 0.55 2.00  -0.108
7 C 1.40 -0.61 2.80  -0.035
8 O 1.17 -1.38 1.59  -0.207
9 C 2.30 -1.42 0.71  -0.051
10 C 2.10 -0.37 -0.37  -0.375
11 O 0.91 -0.01 -0.60  -0.099
12 N 3.11 0.09 -1.06  -0.096
13 C 4.49 -0.36 -0.83  0.020
14 C 2.93 1.11 -2.11  0.030
15 H 1.22 1.95 5.71  0.112
16 H 2.38 1.25 4.59  0.108
17 H 1.28 0.20 5.54  0.113
18 H -0.14 3.27 4.22  0.116
19 H -1.22 2.11 5.03  0.117
20 H -1.31 2.34 3.27  0.093
21 H 1.38 -1.29 3.65  0.162
22 H 2.39 -0.15 2.76  0.148
23 H 2.33 -2.42 0.26  0.158
24 H 3.22 -1.28 1.27  0.139
25 H 4.54 -1.43 -0.65  0.103
26 H 4.94 0.19 0.00  0.117
27 H 5.06 -0.15 -1.73  0.112
28 H 1.91 1.48 -2.08  0.095
29 H 3.15 0.66 -3.07  0.113
30 H 3.63 1.92 -1.92  0.116
31 C -2.37 -2.67 1.63  -0.023
32 C -3.35 -2.17 0.56  -0.342
33 C -3.43 -0.65 0.50  -0.016
34 C -3.15 -2.83 -0.79  -0.060
35 C -4.07 -3.65 -1.33  0.060
36 C -3.85 -4.26 -2.61  0.130
37 C -2.72 -4.08 -3.39  0.053
38 C -1.71 -3.26 -2.95  -0.006
39 C -0.49 -2.99 -3.75  -0.336
40 C -0.36 -1.49 -4.10  -0.008
41 C 0.79 -3.52 -3.07  -0.011
42 C -1.89 -2.63 -1.58  -0.143
43 O -0.95 -1.94 -1.17  -0.019
44 H -2.67 -2.31 2.61  0.111
45 H -1.29 -2.39 1.50  0.046
46 H -2.31 -3.76 1.66  0.116
47 H -4.35 -2.50 0.89  0.157
48 H -2.48 -0.10 0.26  0.044
49 H -3.73 -0.24 1.47  0.116
50 H -4.10 -0.27 -0.27  0.118
51 H -5.00 -3.86 -0.82  0.150
52 H -4.64 -4.91 -2.98  0.156
53 H -2.65 -4.57 -4.36  0.152
54 H -0.63 -3.54 -4.68  0.152
55 H -0.12 -0.89 -3.23  0.068
56 H -1.27 -1.10 -4.57  0.100
57 H 0.44 -1.40 -4.83  0.104
58 H 1.01 -2.98 -2.16  0.060
59 H 1.61 -3.39 -3.77  0.104
60 H 0.71 -4.59 -2.86  0.100